Arrangement A

25
Properties=species:S:1:pos:R:3 method="wB97M-V/def2-TZVPD" homo_lumo_gap_ev=9.02 lumo_ha=0.0368 smiles="C=C(C)C[C@@H](N)[C@H](C)N" spin_multiplicity=1
C 0.12998 0.77233 -0.38781
C 1.96360 0.35883 -0.11805
C -0.34545 -0.51192 0.15284
C 2.58370 -0.91663 -0.66133
C -2.72939 -0.58441 -1.28249
C -2.10120 -0.42327 0.06706
N -0.12001 1.92357 0.38567
N 2.24473 0.56365 1.30628
C -2.81451 -0.19534 1.17207
H -0.06212 0.91375 -1.45127
H 2.40328 1.20732 -0.65330
H 0.40475 2.73783 0.08450
H 0.12614 1.74156 1.36417
H 3.24224 0.70580 1.46623
H 1.99899 -0.27073 1.83530
H -0.12383 -0.68032 1.20497
H -0.13744 -1.37679 -0.47127
H 2.35089 -1.03828 -1.72397
H 3.67779 -0.92511 -0.55007
H 2.21996 -1.80724 -0.13585
H -2.56616 0.30277 -1.90324
H -3.81160 -0.75669 -1.21961
H -2.29765 -1.44476 -1.80495
H -2.33922 0.02272 2.12538
H -3.89744 -0.31863 1.19876

Arrangement B

25
Properties=species:S:1:pos:R:3 method="wB97M-V/def2-TZVPD" homo_lumo_gap_ev=9.67 lumo_ha=0.0361 smiles=C[C@H](N)[C@@]1(N)CC[C@H]1C spin_multiplicity=1
C 2.01661 -0.00855 1.24412
C 1.38805 -0.66212 0.02032
C -0.18345 -0.66128 -0.13610
C -1.02086 -0.92225 1.10198
C -1.96648 0.09696 0.55234
C -1.01460 0.55320 -0.59889
C -0.42224 1.97262 -0.45418
H 2.93760 0.52361 1.10460
H 1.32448 0.77135 1.62088
H 2.09089 -0.72898 2.14887
H 1.73532 -1.71152 -0.05676
H 1.63260 -0.39005 -1.98455
H 1.63954 1.03119 -1.12957
H -1.65729 -1.64771 -1.07996
H -0.23714 -1.94950 -2.00991
H -1.35769 -1.88329 1.10418
H -0.65875 -0.61528 2.16849
H -2.17559 0.85792 1.34256
H -2.97528 -0.26588 0.18326
H -1.58461 0.41542 -1.54004
H -0.00244 2.12997 0.52508
H 0.35780 2.25938 -1.26622
H -1.22860 2.66336 -0.66326
N 1.94952 -0.00643 -1.09471
N -0.58738 -1.82216 -1.10255

Preferred: arrangement A; penalty for the next structure: 0.185 eV.

Arrangement A

11
Properties=species:S:1:pos:R:3 method="wB97M-V/def2-TZVPD" homo_lumo_gap_ev=5.58 lumo_ha=0.1696 charge=-1 spin_multiplicity=1
O 1.70905 -2.20997 -0.97007
H 1.28525 -1.33845 -1.13073
C -0.66642 -0.50698 0.50586
C -0.09819 0.69938 0.17893
C -0.76337 1.90496 -0.05469
H -0.22542 -1.38369 0.94275
H 1.60969 -2.10631 -0.00707
H -1.74809 -0.40008 0.61552
H 0.93035 0.71364 -0.17640
H -0.18484 2.80851 0.07305
H -1.84801 1.81898 0.02286

Arrangement B

11
Properties=species:S:1:pos:R:3 method="wB97M-V/def2-TZVPD" homo_lumo_gap_ev=6.08 lumo_ha=0.1802 charge=-1 spin_multiplicity=1
O 1.20201 -2.12634 -0.34549
H 0.93797 -1.23308 -0.64912
C 0.07771 0.86799 1.28535
C -0.73401 0.51520 0.21046
C -0.42763 0.49665 -1.14221
H -0.32908 1.13367 2.25193
H 0.49283 -2.22980 0.28891
H 1.10132 1.17141 1.07256
H -1.66766 -0.00819 0.45689
H -1.13775 0.40942 -1.95543
H 0.48428 1.00306 -1.47383

Arrangement C

11
Properties=species:S:1:pos:R:3 method="wB97M-V/def2-TZVPD" homo_lumo_gap_ev=6.12 lumo_ha=0.1747 charge=-1 spin_multiplicity=1
O -0.65702 -2.02583 0.31028
H -0.61161 -1.16044 -0.19930
C 0.24044 1.59675 0.87430
C 0.63193 0.63306 -0.02551
C -0.08885 0.28429 -1.11213
H 0.62938 1.52100 1.92550
H -0.01659 -2.52664 -0.24237
H -0.19403 2.65543 0.75275
H 1.38309 -0.05928 0.21456
H 0.41843 -0.03260 -2.04449
H -1.05368 0.72455 -1.30889

Preferred: arrangement B; penalty for the next structure: 0.554 eV.

Arrangement A

8
Properties=species:S:1:pos:R:3 method="wB97M-V/def2-TZVPD" homo_lumo_gap_ev=10.68 lumo_ha=0.0057 spin_multiplicity=1
C -0.13626 0.55973 0.60404
C 0.81777 0.06949 -0.41602
O 1.72438 -0.70417 -0.21536
C -0.86031 -0.82659 -0.05363
N -1.48202 -1.70540 -0.50475
H 0.30961 0.77271 1.61716
H 0.46796 0.47232 -1.37235
H -0.84113 1.36192 0.34091

Arrangement B

8
Properties=species:S:1:pos:R:3 method="wB97M-V/def2-TZVPD" homo_lumo_gap_ev=9.87 lumo_ha=0.0097 spin_multiplicity=1
O 0.81169 1.23607 0.07268
C -1.03858 0.63786 0.01730
C -0.84839 -0.67719 -0.04430
N 0.50748 -1.01394 -0.04407
C 1.27916 0.03349 0.01807
H -1.51600 1.60502 0.05866
H -1.53464 -1.55829 -0.09398
H 2.33929 -0.26301 0.01564

Arrangement C

8
Properties=species:S:1:pos:R:3 method="wB97M-V/def2-TZVPD" homo_lumo_gap_ev=10.18 lumo_ha=-0.0302 smiles="CC(=O)C#N" spin_multiplicity=1
C 0.95320 -0.45615 -0.09967
C -0.13370 0.57497 0.04675
C -1.47356 0.03506 -0.00338
H 1.68069 -0.29185 -0.82694
H 1.43122 -0.59590 1.01578
H 0.19117 -1.20197 -0.05601
N -2.71026 0.17978 -0.04980
O 0.06124 1.75606 -0.02673

Arrangement D

8
Properties=species:S:1:pos:R:3 method="wB97M-V/def2-TZVPD" homo_lumo_gap_ev=8.51 lumo_ha=0.0186 spin_multiplicity=1
C 0.98073 1.23189 0.43298
C -0.83816 -0.31679 -0.44452
C -0.21827 -1.09456 0.62710
N 0.31787 0.30557 0.16939
O 1.63830 2.14237 0.72268
H -0.56399 -0.70370 -1.43391
H -1.78378 0.29450 -0.20643
H 0.46730 -1.85928 0.13270

Preferred: arrangement C; penalty for the next structure: 0.289 eV.

Arrangement A

8
Properties=species:S:1:pos:R:3 method="wB97M-V/def2-TZVPD" homo_lumo_gap_ev="9.48 / 7.68" lumo_ha="-0.0156 / -0.0284" spin_multiplicity=1
O -2.17841 0.49278 0.53072
C -1.30624 0.24694 -0.18947
C -0.00712 -0.63573 -0.04100
C 0.95441 0.53827 -0.02633
N 2.11441 0.41389 0.28191
H 0.33314 1.44634 -0.44057
H 0.16296 -1.21164 -0.95374
H -0.07315 -1.29085 0.83849

Arrangement B

8
Properties=species:S:1:pos:R:3 method="wB97M-V/def2-TZVPD" homo_lumo_gap_ev=10.69 lumo_ha=0.0356 spin_multiplicity=1
C 0.62191 -0.78952 -0.20430
C -0.90970 -0.15615 -0.28095
C 0.26174 0.49307 -0.97207
N -0.44166 -1.22903 -1.18634
O 0.06303 -0.23523 -2.15365
H 0.62215 -1.08786 0.83456
H -1.54913 -0.19582 0.62840
H 0.77725 1.40039 -0.95612

Preferred: arrangement A; penalty for the next structure: 2.646 eV.

Arrangement A

13
Properties=species:S:1:pos:R:3 method="wB97M-V/def2-TZVPD" homo_lumo_gap_ev=7.89 lumo_ha=-0.2079 charge=+1 spin_multiplicity=1
C -1.88395 0.81913 1.53031
N -0.66341 1.00436 1.15536
H -2.50574 0.60607 0.66292
H -2.05319 0.76636 2.59764
H 0.08738 1.29815 1.77664
H -0.40035 0.29509 0.37395
C 1.66684 -1.42767 -0.82548
C 1.02353 -0.34076 -1.22937
O -0.38364 -0.16335 -1.13113
H 2.70589 -1.33652 -0.53062
H 1.31358 -2.45024 -0.94937
H 1.63416 0.52250 -1.52512
H -0.54110 0.40688 -1.90572

Arrangement B

13
Properties=species:S:1:pos:R:3 method="wB97M-V/def2-TZVPD" homo_lumo_gap_ev="8.79 / 8.79" lumo_ha="-0.1841 / -0.1841" charge=+1 spin_multiplicity=1
C -0.42173 -1.64739 -0.88444
C 0.15770 -1.04921 0.15113
C 0.16395 0.42154 0.45303
N 0.06348 1.32524 -0.64232
O 1.13552 0.81128 1.26285
H -0.42623 -2.65913 -0.91788
H -1.24402 -1.22883 -1.48468
H 0.68678 -1.72613 0.72827
H -1.22638 0.60580 1.69902
H -0.51886 2.17075 -0.29485
H 1.03423 1.68354 -0.68945
H -0.32776 0.94117 -1.52840
H 0.92331 0.35136 2.14773

Arrangement C

13
Properties=species:S:1:pos:R:3 method="wB97M-V/def2-TZVPD" homo_lumo_gap_ev=9.85 lumo_ha=-0.1917 charge=+1 spin_multiplicity=1
C 1.07798 -0.43722 0.13308
C 1.15560 -1.70719 -0.22285
C 0.21472 1.70164 -0.44376
N 0.24472 0.44591 -0.61612
H 1.63398 0.04308 0.92349
H 0.66261 -2.02177 -1.13378
H 1.64252 -2.48787 0.33856
H -0.53980 2.23338 -1.00446
H 0.85161 2.31228 0.17875
H -0.47929 0.02270 -1.17724
H -2.24495 -0.90789 0.62785
H -2.45368 0.36867 1.56655
O -1.99175 -0.00125 0.81115

Arrangement D

13
Properties=species:S:1:pos:R:3 method="wB97M-V/def2-TZVPD" homo_lumo_gap_ev=9.21 lumo_ha=-0.1976 charge=+1 spin_multiplicity=1
C 0.92634 0.46015 0.56501
C 1.03528 1.45220 1.61643
C -1.57087 -1.13433 -1.40781
N -0.30805 -0.97374 -0.74002
O -0.17362 0.07452 0.09598
H 1.98887 -0.15889 0.11637
H 1.67989 2.28080 1.31185
H 0.05456 1.83010 1.90153
H 1.52588 1.00562 2.48548
H -2.37021 -0.85029 -0.72952
H -1.64804 -0.54709 -2.32827
H -1.67559 -2.19067 -1.64921
H 0.53556 -1.24838 -1.23782

Preferred: arrangement C; penalty for the next structure: 1.504 eV.

Arrangement A

17
Properties=species:S:1:pos:R:3 method="wB97M-V/def2-TZVPD" homo_lumo_gap_ev=8.94 lumo_ha=0.0378 smiles=CNc1ccccc1 spin_multiplicity=1
C -2.53628 -0.09571 -0.67952
C -0.20890 -0.23745 0.21500
C 0.56951 -0.35400 1.36984
C 1.91263 -0.09651 1.26271
C 2.42864 0.32230 0.04689
C 1.68384 0.49651 -0.96370
C 0.30533 0.26394 -0.95869
H -2.44673 -0.58098 -1.34878
H -3.49214 -0.34814 -0.46579
H -2.40780 0.97321 -0.94534
H -1.94060 -0.53713 1.33822
H 0.10275 -0.70589 2.15867
H 2.57297 -0.20496 2.34973
H 3.49588 0.51158 -0.10369
H 1.96422 0.85575 -1.80314
H -0.39712 0.26604 -1.79687
N -1.60621 -0.52857 0.32447

Arrangement B

17
Properties=species:S:1:pos:R:3 method="wB97M-V/def2-TZVPD" homo_lumo_gap_ev=10.25 lumo_ha=0.0389 smiles=C#C[C@]12CCCN1C2 spin_multiplicity=1
C 2.39891 1.77025 1.35496
C 1.51140 1.01510 1.02289
C 0.46499 0.19059 0.51603
C 0.72359 -0.48167 -0.81555
C -0.67431 -0.85796 -1.33467
C -1.53948 0.25151 -0.73007
C -0.45347 -0.48515 1.41905
H 3.11272 2.44445 1.79219
H 1.43623 -1.32387 -0.71497
H 1.18447 0.21357 -1.51493
H -0.79367 -0.89690 -2.40258
H -1.01506 -1.80913 -0.91393
H -1.58391 1.12057 -1.36362
H -2.56912 -0.03919 -0.48403
H -0.49908 -0.26678 2.48940
H -0.81119 -1.46838 1.14553
N -0.89300 0.62301 0.53433

Preferred: arrangement B; penalty for the next structure: 0.954 eV.

Arrangement A

17
Properties=species:S:1:pos:R:3 method="wB97M-V/def2-TZVPD" homo_lumo_gap_ev=8.85 lumo_ha=0.0308 spin_multiplicity=1
C 1.31472 -0.72772 1.66699
C -1.06496 -0.49224 0.47166
C -1.02833 0.99491 0.36018
C -0.03954 1.46930 -0.32339
C 0.80897 0.20254 -0.70075
C -0.23493 -0.24182 -1.86946
C -1.18608 -0.84064 -1.10953
H 1.45920 -1.81444 2.01081
H 2.40789 0.03340 0.87243
H 0.89053 0.14696 2.48138
H -1.69899 -0.79350 1.40728
H -2.05294 1.69710 0.49455
H 0.27493 2.32907 -1.02670
H 1.96987 0.21975 -0.80320
H -0.15758 -0.33845 -2.85312
H -2.11100 -1.13957 -1.61108
N 0.44822 -0.70465 0.53196

Arrangement B

17
Properties=species:S:1:pos:R:3 method="wB97M-V/def2-TZVPD" homo_lumo_gap_ev=8.84 lumo_ha=0.0344 smiles=C#C[C@]12CCN[C@@H]1C2 spin_multiplicity=1
C -1.47045 -1.43866 -1.67463
C -1.07528 -1.08017 -0.51615
C -0.64664 -0.27687 0.52523
C -0.75064 1.21751 0.11989
C 0.74655 1.23816 -0.81118
C 0.87863 -0.27096 0.88943
C 0.15410 -1.16414 1.66751
H -1.49384 -1.84796 -2.69117
H -0.48913 1.86193 0.98985
H -1.48802 1.58052 -0.57483
H 1.28001 2.17566 -0.58910
H 0.57807 1.13990 -1.90545
H 1.23116 -0.63822 -0.89843
H 1.01538 0.51360 1.59828
H 0.08924 -2.18952 1.38320
H -0.16946 -0.87715 2.79588
N 1.61032 0.05636 -0.30834

Arrangement C

17
Properties=species:S:1:pos:R:3 method="wB97M-V/def2-TZVPD" homo_lumo_gap_ev=9.22 lumo_ha=0.0213 smiles="c1ccncc1.C=C" spin_multiplicity=1
C -2.16112 -0.97553 0.31873
C -2.22015 0.42811 0.53778
C -1.29860 1.17410 -0.04780
C -0.12621 0.74789 -0.68845
C -0.28166 -0.60583 -0.99781
C 2.00435 0.14285 -0.16757
C 2.39696 -0.55771 0.85812
H -3.00800 -1.75596 0.74454
H -2.86182 0.72697 1.41551
H -1.55812 2.19081 0.25191
H 0.60536 1.50558 -1.11133
H 0.42870 -0.99968 -1.81563
H 2.19024 -0.07939 -1.23233
H 1.72028 1.35341 -0.14541
H 2.97511 -1.44890 0.59916
H 2.40330 -0.34338 1.95518
N -1.20861 -1.50332 -0.47460

Preferred: arrangement C; penalty for the next structure: 2.312 eV.

Arrangement A

17
Properties=species:S:1:pos:R:3 method="wB97M-V/def2-TZVPD" homo_lumo_gap_ev=9.61 lumo_ha=0.0398 smiles="C1=C[C@@H]2N[C@H]3C[C@@H]2[C@@H]13" spin_multiplicity=1
C 1.73988 -0.19466 0.31686
C 0.79960 -0.29492 -1.04402
C -0.30753 0.99104 0.50670
C -1.76516 0.49653 0.26394
C -1.52628 -0.79632 -0.27294
C -0.12700 -1.10384 -0.07342
C 0.39199 -0.24911 1.15521
H 2.69236 -0.97024 0.70763
H 2.12371 0.79261 0.26829
H 1.16404 -0.33340 -2.11400
H 1.06433 1.70869 -0.78006
H 0.04240 1.88279 1.27770
H -2.81959 1.05166 -0.05527
H -2.16677 -1.44440 -0.94072
H -0.02270 -2.18097 0.11270
H 0.31477 -0.81634 2.16366
N 0.33922 1.03104 -0.82199

Arrangement B

17
Properties=species:S:1:pos:R:3 method="wB97M-V/def2-TZVPD" homo_lumo_gap_ev=9.97 lumo_ha=0.0398 spin_multiplicity=1
C 0.65708 1.73335 0.18955
C -0.52379 0.72800 0.73518
C -0.97749 -0.12978 -0.50839
C -1.20595 -1.39110 0.46103
C -0.04796 -0.72148 1.08571
C 1.19382 0.39750 -0.61466
C 0.25950 -0.45031 -1.13381
H 0.54203 2.37167 -0.69271
H 1.49417 2.01827 0.84240
H -1.42986 1.04894 1.37203
H -1.58705 0.14276 -1.37556
H -0.77262 -2.27711 -0.23754
H -2.06407 -1.49721 1.12235
H 0.66457 -0.83583 2.05153
H 2.10116 0.58219 -1.29897
H 0.64287 -0.95348 -2.06854
N 1.05359 -0.76638 0.07039

Preferred: arrangement B; penalty for the next structure: 0.063 eV.